(1)
37
Properties=species:S:1:pos:R:3 method="wB97M-V/def2-TZVPD" total_energy_ha=-713.93151 multiplicity=1 orbital_gap_ev=8.5 smiles=CCc1c[nH]c2ccccc12.Cc1ccccc1
C 0.335 5.059 -2.266
C 1.350 4.026 -1.778
C 0.798 3.103 -0.734
C 1.252 3.049 0.543
N 0.736 1.970 1.223
C -0.077 1.275 0.348
C -0.820 0.119 0.578
C -1.568 -0.285 -0.517
C -1.664 0.448 -1.710
C -0.834 1.518 -1.978
C -0.079 1.946 -0.875
H -0.527 4.794 -2.860
H 0.855 5.929 -2.675
H -0.110 5.518 -1.369
H 1.853 3.535 -2.609
H 2.152 4.540 -1.289
H 1.926 3.728 1.048
H 0.911 1.632 2.146
H -1.026 -0.263 1.563
H -2.123 -1.215 -0.560
H -2.427 0.125 -2.410
H -0.696 2.032 -2.916
C 1.208 -1.834 2.601
C 0.432 -2.755 1.688
C -0.821 -3.276 1.969
C -1.461 -4.118 1.070
C -0.818 -4.497 -0.097
C 0.422 -3.961 -0.429
C 1.058 -3.152 0.508
H 2.041 -2.290 3.129
H 0.558 -1.318 3.311
H 1.579 -1.041 1.943
H -1.364 -2.996 2.866
H -2.402 -4.587 1.323
H -1.342 -4.996 -0.899
H 0.942 -4.195 -1.347
H 2.063 -2.793 0.308



(2)
42
Properties=species:S:1:pos:R:3 method="wB97M-V/def2-TZVPD" total_energy_ha=-1388.39597 multiplicity=1 orbital_gap_ev="7.4 / 7.4"
Pd -0.809 1.849 -0.035
O -1.725 2.543 -1.840
C -1.813 1.928 -2.950
C -2.392 2.595 -4.077
C -2.506 1.987 -5.292
C -2.060 0.663 -5.501
C -1.506 -0.008 -4.452
C -1.362 0.582 -3.168
C -0.779 -0.247 -2.176
N -0.521 0.009 -0.922
N 0.010 -1.116 -0.309
C 0.251 -1.155 0.939
O 0.069 -0.201 1.885
C 0.789 -2.421 1.509
C 1.042 -3.512 0.679
C 1.548 -4.687 1.207
C 1.805 -4.789 2.569
C 1.552 -3.709 3.399
C 1.046 -2.528 2.872
H -2.735 3.608 -3.918
H -2.951 2.531 -6.117
H -2.160 0.195 -6.470
H -1.159 -1.027 -4.583
H -0.515 -1.255 -2.489
H 0.837 -3.423 -0.378
H 1.743 -5.527 0.554
H 2.200 -5.709 2.980
H 1.745 -3.782 4.461
H 0.842 -1.688 3.521
C 0.638 1.534 3.528
P 0.344 1.474 1.726
C -0.556 3.252 1.765
C 2.049 1.639 1.093
H 0.974 2.534 3.798
H 1.399 0.800 3.793
H -0.275 1.307 4.080
H 0.167 4.059 1.860
H -1.198 3.185 2.638
H -1.224 3.560 0.929
H 2.679 2.191 1.791
H 2.057 2.127 0.122
H 2.456 0.632 0.981



(3)
45
Properties=species:S:1:pos:R:3 method="wB97M-V/def2-TZVPD" total_energy_ha=-7024.51702 multiplicity=1 orbital_gap_ev=7.4
Ti 0.670 -0.225 -0.666
O 1.253 4.705 -3.100
C 2.060 3.539 -3.038
C 1.307 2.448 -2.272
C 1.006 2.987 -0.886
O 0.328 1.971 -0.116
C 0.015 2.103 -3.032
Se -0.948 0.496 -2.408
C 2.225 1.202 -2.215
Se 3.012 0.586 -0.497
H 1.717 5.381 -3.599
H 3.007 3.747 -2.524
H 2.288 3.165 -4.043
H 0.367 3.867 -0.936
H 1.943 3.240 -0.386
H 0.620 2.044 0.801
H 0.267 1.908 -4.076
H -0.667 2.950 -3.007
H 3.101 1.314 -2.855
H 1.707 0.357 -2.697
C -2.172 -5.748 -1.453
C -1.685 -4.362 -1.172
C -2.514 -3.411 -0.572
C -1.979 -2.165 -0.326
N -0.718 -1.908 -0.655
C 0.019 -2.876 -1.224
S 1.639 -2.284 -1.498
N -0.419 -4.093 -1.498
H -3.240 -5.761 -1.662
H -1.993 -6.379 -0.580
H -1.622 -6.170 -2.291
H -3.537 -3.640 -0.313
H -2.539 -1.360 0.134
N -0.851 -1.071 6.630
C -0.612 -0.912 5.517
C -0.314 -0.713 4.126
C 0.803 -1.328 3.561
C 1.086 -1.134 2.219
C 0.275 -0.330 1.411
C -0.840 0.270 2.002
C -1.139 0.090 3.345
H 1.441 -1.949 4.176
H 1.959 -1.624 1.800
H -1.501 0.897 1.409
H -2.005 0.564 3.788



The evaluated energy above the lowest of the compared OMol25 structures with the same formula, charge and spin for the records listed, in turn: 80.8, 197.5, 33.8 kJ/mol.